# 1
39
Properties=species:S:1:pos:R:3:forces:R:3:nbo_charge:R:1 method="wB97M-V/def2-TZVPD" de_lowest_kj_mol=0.0 smiles="CN1C(=O)C[C@]2(C1=O)C(=O)N(CCCC(=O)O)c1ccc(F)cc12" gap_ev=9.0 e_lumo_ev=0.5
O 1.492193 -2.446160 -3.697121 0.878 -0.473 -0.839 -0.559
O -3.358867 -0.923079 -0.001789 0.655 0.172 0.941 -0.604
O -0.270792 -2.204232 0.386560 -0.302 0.797 -0.681 -0.601
O -1.153658 0.517289 -1.867182 0.655 0.063 0.554 -0.573
F 4.392247 -0.094208 2.620609 -0.078 -0.021 0.169 -0.313
O -2.066216 -0.447452 1.775705 -0.155 0.605 -0.155 -0.693
C 1.261704 -1.965863 -2.627818 -0.609 0.457 -1.736 0.695
C -2.903224 -0.109830 0.785678 -1.245 -0.615 -1.820 0.783
C 0.200546 -1.779269 -0.657071 0.465 -2.122 2.104 0.734
C -0.287831 0.543014 -1.010827 -2.081 1.716 -0.611 0.724
C 2.563470 1.444717 2.491361 0.336 -0.691 -0.155 -0.254
C 1.410135 1.954598 1.889887 -0.110 -0.756 -0.787 -0.269
C 2.783968 -0.347512 0.872253 -1.523 1.165 0.749 -0.265
C 3.267117 0.317742 2.027594 -1.872 0.807 -1.598 0.374
C 0.883331 1.302923 0.782567 2.683 -2.038 0.224 0.237
C 1.572657 0.157226 0.285701 1.847 -0.808 1.653 0.058
N 0.448435 -2.590614 -1.723060 0.255 0.745 0.766 -0.443
N -0.205950 1.514362 -0.002227 -1.328 0.522 -1.147 -0.460
C -0.028253 -3.943743 -1.832536 0.053 -0.440 -0.211 -0.421
C 1.639087 -0.563882 -2.192261 -0.158 -0.511 0.063 -0.462
C -3.331566 1.344357 0.595050 1.752 0.239 0.296 -0.510
C 0.828569 -0.437197 -0.875704 1.162 1.448 -0.056 -0.334
C -1.107906 2.672805 0.133079 -0.424 -0.396 0.208 -0.221
C -2.272389 2.391426 1.095564 -1.847 0.507 0.379 -0.413
H -1.779140 -1.359385 1.585286 0.084 -0.001 0.014 0.526
H 2.883029 1.909520 3.392793 0.466 0.365 0.524 0.228
H 0.907661 2.823721 2.248987 -0.066 0.450 0.549 0.221
H 3.258394 -1.279112 0.580899 -0.064 0.170 -0.317 0.231
H 0.009838 -4.454527 -0.876221 0.072 0.191 0.189 0.229
H 0.563542 -4.502801 -2.560104 0.008 0.344 0.047 0.238
H -1.050200 -3.910969 -2.163930 -0.510 -0.155 -0.167 0.223
H 1.385155 0.161131 -2.993146 -0.067 -0.511 0.593 0.268
H 2.734087 -0.547024 -2.069117 -0.439 0.136 0.295 0.254
H -3.478655 1.489381 -0.492361 -0.090 -0.297 0.601 0.249
H -4.291257 1.466735 1.104240 0.163 0.094 0.006 0.241
H -0.535091 3.541423 0.507317 -0.071 -0.481 -0.290 0.213
H -1.522164 2.920389 -0.856272 0.321 -0.169 0.228 0.232
H -1.939479 2.112885 2.107916 0.128 0.062 -0.397 0.222
H -2.902527 3.321213 1.229702 1.055 -0.568 -0.186 0.216

---

# 2
41
Properties=species:S:1:pos:R:3:forces:R:3:nbo_charge:R:1 method="wB97M-V/def2-TZVPD" de_lowest_kj_mol=10.3 charge=+3 gap_ev=5.4 e_lumo_ev=-11.0
Hf -1.026258 -1.457187 1.017643 0.369 0.419 0.066 2.461
C 3.033100 -3.200924 -0.180788 0.048 -0.024 0.019 -0.716
C 1.859365 -2.576221 0.481049 0.075 -0.026 -0.013 0.390
N 0.621460 -2.864584 0.243262 -0.118 0.026 0.038 -0.417
N 0.275836 -3.875341 -0.620479 -0.091 -0.082 0.006 -0.405
C -1.013462 -4.275283 -0.681234 0.044 0.065 -0.010 0.383
N -1.315554 -5.308230 -1.424562 -0.074 -0.025 -0.005 -0.680
S -2.296124 -3.468880 0.171175 0.118 -0.049 -0.054 -0.151
C 2.046015 -1.547797 1.537883 -0.073 0.038 -0.038 0.130
C 3.278939 -1.114262 1.958095 0.088 -0.070 0.018 -0.160
C 3.357478 -0.168096 2.985869 0.027 0.034 0.038 -0.063
C 2.198419 0.324513 3.549028 -0.001 -0.055 0.014 -0.191
C 0.982589 -0.142133 3.069058 -0.004 0.016 0.005 0.107
N 0.903209 -1.059356 2.095757 -0.255 -0.040 -0.170 -0.626
H 2.798035 -3.652155 -1.142193 -0.003 -0.004 0.000 0.249
H 3.477626 -3.960952 0.470446 -0.036 -0.011 0.008 0.301
H 3.801060 -2.451049 -0.367022 -0.017 -0.001 -0.008 0.288
H 1.004062 -4.445259 -1.033608 0.046 0.044 0.007 0.430
H -0.632861 -5.836987 -1.954027 0.006 0.004 0.003 0.443
H -2.278506 -5.613617 -1.498198 0.004 -0.007 -0.001 0.463
H 4.186158 -1.502543 1.517927 -0.005 0.004 0.007 0.265
H 4.324214 0.172678 3.334175 0.007 -0.009 -0.014 0.278
H 2.220901 1.053759 4.346960 -0.020 0.002 -0.004 0.284
H 0.044888 0.228112 3.466868 0.018 0.035 0.045 0.242
O -1.903052 0.337660 1.315383 0.034 -0.190 -0.032 -0.793
C -1.445479 0.785871 0.136313 -0.089 -0.033 -0.024 0.711
O -0.724727 -0.185472 -0.469533 -0.089 -0.083 0.107 -0.765
C -1.688374 2.025942 -0.400682 0.053 -0.066 -0.023 -0.247
C -2.504052 2.933020 0.340718 -0.040 0.114 -0.059 -0.036
C -2.821994 4.170139 -0.152968 -0.035 -0.075 0.140 -0.278
C -2.304080 4.480168 -1.409724 0.001 0.101 -0.083 0.416
O -2.481946 5.587802 -2.075368 -0.031 0.004 0.057 -0.381
C -1.775880 5.474941 -3.337362 0.107 -0.059 -0.149 0.221
O -1.153858 4.184798 -3.318372 -0.062 0.102 0.028 -0.448
C -1.488284 3.594359 -2.157483 0.052 -0.051 -0.065 0.292
C -1.160057 2.370970 -1.694512 -0.035 0.004 0.042 -0.203
H -2.887457 2.628533 1.304749 0.014 -0.018 0.001 0.250
H -3.444271 4.869569 0.386367 0.006 0.014 -0.020 0.279
H -1.023966 6.257681 -3.394422 0.020 0.002 0.072 0.211
H -2.493911 5.538750 -4.151175 -0.056 -0.037 0.032 0.212
H -0.549201 1.687062 -2.265012 0.000 -0.013 0.021 0.255

---

# 3
41
Properties=species:S:1:pos:R:3:forces:R:3:nbo_charge:R:1 method="wB97M-V/def2-TZVPD" de_lowest_kj_mol=0.0 gap_ev=7.1 e_lumo_ev=0.0
C 5.745024 -1.764582 0.957460 -0.325 0.440 0.117 -0.259
O 4.957398 -0.596379 1.277072 -0.254 -0.690 0.043 -0.487
C 3.605596 -0.768655 1.322275 -0.308 -0.314 -0.306 0.332
C 2.824387 0.405850 1.417351 0.201 -0.731 -0.106 -0.247
C 1.447851 0.319449 1.296391 -0.214 -0.250 0.174 -0.195
C 0.832141 -0.925769 1.067837 0.927 0.044 -0.264 0.077
N -0.566756 -1.004309 0.818620 -1.204 -0.339 -0.234 -0.293
C -1.339518 -0.103046 0.176664 -0.628 -1.759 1.632 0.522
N -2.626058 -0.459306 0.327199 -0.053 -0.735 0.556 -0.303
C -3.851302 0.332598 0.125018 -0.166 0.192 -0.460 -0.413
C -2.660050 -1.700159 0.966072 0.078 0.470 -0.556 -0.045
C -1.388259 -2.065211 1.201246 0.340 0.401 0.513 -0.042
C 1.592882 -2.093415 1.049637 -0.044 0.233 0.028 -0.121
C 2.976827 -2.035776 1.212604 0.168 0.799 0.044 -0.317
H 6.758394 -1.389881 0.842618 -0.017 -0.095 0.015 0.208
H 5.704538 -2.499369 1.770884 0.033 0.139 -0.134 0.180
H 5.404968 -2.226428 0.018467 0.061 0.178 0.250 0.188
H 3.323755 1.362875 1.554286 -0.131 -0.227 -0.039 0.241
H 0.840676 1.223219 1.379951 0.172 -0.272 0.069 0.243
H -3.636548 1.220630 -0.477992 -0.027 -0.297 0.200 0.249
H -4.594311 -0.270504 -0.417909 0.362 0.111 0.216 0.226
H -4.271858 0.643680 1.097255 0.389 -0.166 -0.397 0.231
H -3.585429 -2.215042 1.149973 -0.004 0.035 0.020 0.241
H -0.995371 -2.972177 1.626646 -0.004 0.183 0.142 0.244
H 1.107772 -3.054963 0.874759 0.210 0.274 0.015 0.215
H 3.560993 -2.956337 1.224507 -0.238 0.345 -0.122 0.230
O 0.028785 -1.192422 -1.852584 -0.901 0.638 -0.582 -0.529
N -0.729712 -0.528275 -2.625739 0.232 -0.108 -0.860 0.486
C -1.211037 0.704381 -2.137900 0.189 -1.862 0.041 -0.112
C -0.851576 0.930588 -0.694995 0.847 2.136 -0.882 -0.126
N -1.438407 2.205252 -0.286084 -0.192 1.077 -0.233 -0.216
N -1.500795 2.606783 1.004685 -0.655 1.095 -0.098 -0.141
N -2.073481 3.796331 0.986405 0.895 -1.394 -0.607 -0.051
N -2.350638 4.195600 -0.268893 0.414 -1.468 -0.603 -0.309
C -1.962970 3.174006 -1.088409 0.199 0.190 1.520 0.325
C -2.091599 2.932651 -2.479374 -0.292 -0.244 -1.008 -0.404
C -1.811200 1.655509 -2.948715 -0.186 1.119 -0.074 -0.120
O -0.982064 -0.929275 -3.791561 0.127 0.785 1.584 -0.458
H 0.239112 0.950443 -0.599602 -0.074 0.119 0.040 0.251
H -2.420729 3.761118 -3.100873 -0.133 -0.443 0.025 0.240
H -2.011445 1.330318 -3.975268 0.207 0.388 0.318 0.258

---

# 4
33
Properties=species:S:1:pos:R:3:forces:R:3:nbo_charge:R:1 method="wB97M-V/def2-TZVPD" de_lowest_kj_mol=0.0 charge=+2 gap_ev=6.9 e_lumo_ev=-8.6
Pb -0.817027 1.744446 -1.645179 0.424 -0.415 -0.388 1.442
C -2.399099 2.827645 -2.614112 -0.463 0.320 0.264 -1.293
H -2.629320 2.329326 -3.569236 -0.006 0.276 0.283 0.277
H -3.247011 2.758547 -1.910476 0.007 0.293 -0.517 0.263
H -2.080567 3.873024 -2.752910 -0.367 -0.279 -0.080 0.275
H 1.266957 0.634533 0.004195 0.029 -3.871 -0.578 0.397
H 1.095223 1.620994 0.440068 -1.254 3.175 2.041 0.154
C -1.511411 3.242674 2.090760 -0.028 -0.043 -0.084 -0.162
C -2.041462 2.122909 2.744733 0.154 0.075 0.126 -0.170
C -1.456293 0.863699 2.587629 0.605 0.057 -0.415 -0.154
C -0.328879 0.745321 1.755557 -0.602 0.690 -0.037 -0.058
C 0.218863 1.873003 1.128752 0.113 -0.054 -0.240 -0.205
C -0.373202 3.126444 1.271951 0.191 0.103 -0.123 -0.244
C 0.172347 -0.523107 1.258119 0.994 -0.626 -1.129 0.262
C -0.215149 -1.798697 1.660784 0.079 0.050 0.145 -0.264
C 0.282240 -2.891737 0.982827 -0.095 -0.070 0.130 -0.008
C 1.131999 -2.747137 -0.132733 0.359 0.216 -0.521 -0.118
C 1.547861 -3.836421 -0.942474 0.162 -0.094 -0.314 -0.119
C 2.236868 -3.613731 -2.122250 -0.200 -0.238 0.418 -0.187
C 2.573144 -2.302175 -2.527016 -0.170 0.489 0.594 -0.113
C 2.236210 -1.214437 -1.730138 0.206 -0.148 -0.233 -0.249
C 1.525614 -1.438790 -0.540600 -0.734 -0.167 0.103 0.203
N 1.009826 -0.393977 0.193444 0.281 0.325 0.511 -0.456
H -1.982035 4.223220 2.207668 0.165 -0.398 0.016 0.261
H -2.913886 2.226943 3.391768 0.252 0.033 -0.239 0.262
H -1.851747 -0.035630 3.064439 -0.077 0.477 -0.073 0.246
H 0.066072 3.996419 0.769396 -0.223 -0.213 0.357 0.253
H -0.893598 -1.890344 2.503580 0.173 -0.186 -0.193 0.258
H -0.016111 -3.894576 1.285861 0.073 0.181 -0.051 0.258
H 1.282424 -4.847714 -0.622829 0.118 0.316 -0.201 0.249
H 2.521785 -4.455502 -2.753578 -0.084 0.231 0.210 0.258
H 3.100544 -2.138831 -3.463405 -0.082 -0.056 0.179 0.253
H 2.488820 -0.186343 -2.014597 0.001 -0.454 0.039 0.227